101
Properties=species:S:1:pos:R:3:forces:R:3 method="wB97M-V/def2-TZVPD" homo_lumo_gap_ev=7.5 e_lumo_ev=-0.064 energy_ev=-83415.98298
Sr 0.04622 0.25907 0.17785 0.06 0.20 0.40
C -0.80357 4.17216 5.90788 -0.01 0.00 0.04
C -1.82331 3.63365 4.91332 -0.01 0.04 0.00
N -1.38136 3.78023 3.52664 0.04 0.03 0.06
C -1.81016 5.00246 2.85756 0.03 -0.06 -0.02
C -3.23132 4.89695 2.32326 -0.02 -0.01 -0.06
C -0.55577 2.87174 2.96928 -0.19 0.18 0.01
S -0.03403 3.07750 1.34901 0.14 -0.21 -0.03
N -0.12464 1.92075 3.82188 0.02 -0.06 0.04
C -0.02443 0.64639 3.52078 0.09 -0.12 0.06
O -0.50241 0.05406 2.51927 -0.10 0.01 -0.04
C 0.73164 -0.20442 4.50889 0.05 0.05 0.02
C 1.51631 0.36941 5.50552 -0.04 0.02 -0.05
C 2.26410 -0.43109 6.35482 0.01 -0.03 0.02
C 2.22294 -1.81386 6.22279 0.02 0.02 0.03
C 1.43331 -2.39085 5.23865 -0.01 -0.03 -0.02
C 0.69527 -1.58854 4.38113 0.01 -0.01 0.02
H -1.11660 3.94988 6.92939 -0.02 0.02 0.00
H -0.69810 5.25471 5.81742 0.02 0.00 -0.03
H 0.16644 3.70965 5.73692 -0.01 -0.03 0.00
H -2.75936 4.18754 5.00306 -0.02 -0.03 0.01
H -2.04482 2.58782 5.11033 0.07 -0.01 0.00
H -1.12443 5.19744 2.03947 0.05 0.00 -0.01
H -1.71159 5.82080 3.57733 -0.07 0.00 -0.01
H -3.31916 4.01407 1.68854 0.03 0.04 0.01
H -3.47739 5.77244 1.71996 0.00 0.02 0.01
H -3.97443 4.82365 3.11875 0.03 -0.04 0.03
H 1.53060 1.44777 5.59253 0.01 0.00 0.01
H 2.87838 0.01943 7.12433 0.00 0.01 0.00
H 2.80322 -2.43980 6.88927 0.00 0.00 0.00
H 1.39730 -3.46832 5.13636 0.00 0.00 -0.01
H 0.08845 -2.02181 3.59762 -0.01 0.01 -0.01
C -1.98980 4.06018 -6.21644 0.04 0.02 -0.02
C -3.09914 4.03468 -5.18236 -0.02 0.02 0.00
C -3.54289 5.44235 -4.80516 0.01 -0.04 -0.01
C -4.78436 5.37481 -3.93259 -0.02 0.06 0.02
C -4.59895 4.39531 -2.80338 0.04 -0.06 0.01
C -5.40864 4.44920 -1.69260 0.00 -0.01 0.05
C -5.20468 3.57703 -0.62768 -0.02 0.01 0.00
F -6.02518 3.68371 0.43752 0.01 -0.01 0.00
C -4.19944 2.65718 -0.62457 0.02 0.03 -0.07
C -3.35810 2.58464 -1.74354 0.00 0.03 0.03
C -2.24512 1.63061 -1.71419 -0.16 -0.02 0.02
O -2.16916 0.81666 -0.76638 0.30 -0.12 -0.15
C -1.34612 1.69521 -2.81762 -0.05 0.07 -0.36
C -1.68064 2.47647 -3.88403 0.05 -0.02 0.02
N -2.72940 3.32135 -3.94123 0.02 0.01 -0.03
C -3.56448 3.43426 -2.83770 -0.04 0.00 0.06
C -0.03605 0.90447 -2.94620 -0.33 0.17 0.04
O 0.13539 0.25572 -3.97649 0.06 0.00 -0.02
O 0.74771 1.05063 -1.96027 -0.01 -0.20 0.01
H -2.34015 4.63866 -7.07087 0.00 0.00 0.00
H -1.72077 3.07100 -6.58260 -0.02 -0.01 0.00
H -1.09384 4.54556 -5.82551 0.00 -0.01 0.01
H -3.96274 3.50346 -5.60071 0.01 0.01 -0.04
H -3.73942 6.01530 -5.71179 -0.02 -0.01 -0.01
H -2.72279 5.93495 -4.27530 0.00 0.00 0.01
H -5.64550 5.08066 -4.54045 0.02 -0.03 -0.01
H -5.01851 6.35646 -3.51738 -0.01 0.00 -0.01
H -6.20129 5.18367 -1.61938 0.00 0.01 -0.03
H -4.02006 1.99858 0.21328 -0.01 0.00 0.00
H -1.05898 2.41958 -4.76391 0.00 -0.01 0.01
C 7.57455 -11.78871 -2.17298 0.00 0.00 0.00
O 7.58418 -10.97504 -1.01432 -0.01 0.00 0.01
C 6.79899 -9.86998 -1.00960 0.01 -0.01 0.00
C 6.82585 -9.10981 0.16147 -0.02 0.01 -0.03
C 6.06199 -7.96975 0.26577 0.05 -0.06 0.01
C 5.25026 -7.55437 -0.79374 0.03 -0.07 -0.02
C 5.23760 -8.31319 -1.95558 -0.01 0.02 0.01
C 6.00115 -9.46750 -2.07384 0.01 -0.01 0.00
C 4.45249 -6.33885 -0.63641 -0.05 0.07 -0.02
N 4.59350 -5.46956 0.33484 0.04 0.01 0.05
C 3.64396 -4.50859 0.10063 -0.04 -0.07 -0.08
C 2.92080 -4.79973 -1.02729 0.04 0.01 0.06
N 3.44826 -5.97794 -1.49765 0.07 -0.04 0.01
C 1.82755 -4.00576 -1.48056 -0.16 0.02 0.00
C 1.03853 -4.30768 -2.59861 -0.07 0.06 -0.03
C -0.05268 -3.52874 -2.88602 -0.02 -0.05 0.04
C -0.36487 -2.47946 -2.01943 0.07 0.00 0.01
N 0.38470 -2.15903 -0.98228 0.07 0.28 0.09
C 1.49701 -2.86596 -0.71716 0.14 -0.22 -0.10
C 2.36731 -2.45262 0.39309 0.12 -0.28 0.09
N 2.17561 -1.24940 0.96033 -0.29 0.22 -0.10
C 2.94485 -0.87470 1.96394 0.00 -0.09 0.06
C 3.93877 -1.69159 2.51062 0.05 0.01 -0.04
C 4.17278 -2.91231 1.93171 -0.03 0.05 0.02
C 3.39665 -3.30503 0.83407 0.03 0.13 -0.04
H 8.24489 -12.61704 -1.96281 0.00 0.00 -0.01
H 7.93907 -11.24149 -3.04597 -0.01 0.00 0.00
H 6.57317 -12.17628 -2.37660 0.00 0.00 0.00
H 7.45505 -9.43955 0.97695 0.00 0.00 0.00
H 6.08123 -7.38155 1.17263 -0.02 0.02 -0.01
H 4.64500 -8.01248 -2.81196 -0.01 0.02 0.02
H 5.96788 -10.02744 -2.99624 0.02 -0.02 0.00
H 3.13347 -6.51253 -2.28636 -0.02 0.00 0.00
H 1.28667 -5.15014 -3.23297 0.01 -0.01 0.01
H -0.67594 -3.71712 -3.74792 0.00 -0.02 0.00
H -1.25469 -1.88210 -2.18132 0.04 0.06 -0.03
H 2.77497 0.11525 2.37367 -0.07 -0.01 -0.01
H 4.51078 -1.34639 3.36030 0.00 0.01 0.00
H 4.94962 -3.57532 2.28878 0.00 -0.01 -0.01

---

100
Properties=species:S:1:pos:R:3:forces:R:3 method="wB97M-V/def2-TZVPD" spin_multiplicity=3 homo_lumo_gap_ev="7.7 / 7.7" e_lumo_ev="0.024 / -0.021" energy_ev=-123249.03902
V 0.70310 0.77268 0.13190 0.23 0.33 0.06
C 3.98818 -1.68443 5.97988 0.00 0.00 0.01
C 2.79066 -1.61882 5.07353 0.00 0.00 -0.02
C 2.77272 -2.33327 3.87886 0.00 0.00 0.01
C 1.69439 -2.25297 3.01645 0.03 0.05 -0.05
C 0.60883 -1.45381 3.34634 -0.06 -0.07 0.00
C 0.58876 -0.76392 4.54959 -0.03 -0.01 0.04
C 1.68275 -0.84228 5.39758 -0.01 0.00 0.01
S -0.75025 -1.38610 2.20818 -0.10 -0.01 -0.03
O -1.97048 -1.53902 2.96664 0.00 0.06 0.04
O -0.46571 -2.36335 1.18912 -0.01 -0.02 0.00
N -0.72713 0.05471 1.48047 0.26 -0.12 -0.01
C -0.74824 1.21693 2.24136 -0.25 0.15 0.06
C -1.54262 1.52008 3.34869 0.02 -0.04 -0.02
C -1.35693 2.74718 3.95304 0.02 0.02 -0.02
C -0.41139 3.64120 3.45575 -0.03 0.01 0.02
C 0.29151 3.28512 2.32489 -0.07 0.03 -0.09
N 0.10472 2.11279 1.72207 0.11 -0.11 0.07
H 4.84449 -1.18626 5.52029 0.00 0.00 0.00
H 4.27797 -2.71778 6.17382 0.00 0.00 0.00
H 3.79087 -1.19980 6.93509 0.00 0.00 0.00
H 3.62151 -2.95116 3.60969 0.00 0.00 0.00
H 1.69140 -2.79571 2.08111 0.00 0.00 0.01
H -0.27592 -0.18523 4.83852 -0.01 -0.01 -0.01
H 1.66799 -0.29910 6.33497 0.00 0.00 0.00
H -2.26217 0.79700 3.70459 0.00 0.00 0.00
H -1.95117 3.01379 4.81802 0.00 0.00 0.00
H -0.24279 4.60153 3.92054 0.00 0.00 0.00
H 1.01747 3.94619 1.87027 0.01 -0.01 0.00
C 1.85875 -2.67614 -2.14626 0.05 0.06 -0.08
C 1.96844 -1.58867 -1.12582 -0.12 -0.04 -0.06
O 1.01275 -0.80115 -1.05455 -0.12 0.12 0.12
C 3.14088 -1.46925 -0.27137 0.03 0.04 0.03
C 4.25311 -2.29755 -0.50894 -0.02 -0.01 -0.01
C 5.39922 -2.20323 0.24070 0.02 0.01 0.00
C 5.45774 -1.25693 1.26976 -0.01 -0.01 -0.01
C 4.38349 -0.44526 1.53937 -0.04 0.01 0.03
C 3.19751 -0.53195 0.78771 0.07 -0.04 -0.06
O 2.19775 0.24864 1.14777 -0.19 0.08 -0.24
H 0.86451 -2.63391 -2.58480 0.00 -0.02 0.00
H 2.02860 -3.65644 -1.70240 0.00 -0.03 0.01
H 2.60906 -2.51704 -2.92429 0.00 0.01 0.00
H 4.20533 -3.01645 -1.31534 0.00 0.00 0.00
H 6.24644 -2.84110 0.03042 0.00 0.00 0.00
H 6.35861 -1.16262 1.86406 0.00 0.00 0.00
H 4.40778 0.27974 2.34260 0.00 0.00 0.00
O 2.48324 1.09451 -2.82747 0.04 0.07 0.01
C 1.65401 1.84160 -2.36128 -0.13 0.09 -0.06
O 1.45805 2.06255 -1.07726 0.17 -0.32 0.23
C 0.75005 2.68541 -3.22198 0.01 -0.01 0.07
C 1.28121 3.23495 -4.38429 0.01 -0.03 0.00
C 0.54169 4.12801 -5.13873 -0.03 0.00 0.00
C -0.74286 4.47318 -4.73486 0.02 0.00 0.00
C -1.28595 3.90006 -3.59783 -0.01 -0.03 -0.02
C -0.55552 2.99050 -2.83191 -0.08 -0.07 -0.09
P -1.38299 2.18530 -1.39528 0.29 0.00 -0.03
C -2.90042 1.49668 -2.12844 -0.07 -0.04 0.16
C -3.07289 1.27903 -3.49033 -0.01 0.02 0.01
C -4.20633 0.62772 -3.95643 -0.01 0.01 -0.01
C -5.17681 0.18445 -3.07359 -0.01 0.01 -0.02
C -5.00895 0.38362 -1.71060 -0.01 0.02 -0.01
C -3.87370 1.02572 -1.24367 0.01 0.03 0.02
C -1.92083 3.72241 -0.54128 -0.02 0.02 -0.01
C -0.90238 4.62695 -0.23206 -0.01 0.02 -0.02
C -1.18746 5.82442 0.40080 0.02 0.00 -0.01
C -2.49610 6.13641 0.74562 -0.01 0.00 0.00
C -3.51341 5.24754 0.43929 0.00 0.00 0.00
C -3.23037 4.04888 -0.20591 0.03 -0.02 0.01
H 2.28775 2.95695 -4.66828 0.00 0.01 0.00
H 0.96660 4.56302 -6.03406 0.00 0.01 0.00
H -1.32396 5.18357 -5.30873 0.00 0.00 -0.01
H -2.29688 4.15530 -3.30154 0.00 0.00 0.00
H -2.31531 1.59650 -4.19361 -0.01 0.00 0.00
H -4.32170 0.45535 -5.01868 0.00 -0.01 0.00
H -6.05409 -0.32996 -3.44315 0.00 0.00 0.00
H -5.75087 0.01984 -1.01091 -0.01 0.01 0.00
H -3.73131 1.14837 -0.17343 0.00 0.00 0.00
H 0.11917 4.39091 -0.51189 0.00 0.00 0.01
H -0.38631 6.51878 0.62271 0.00 0.00 0.00
H -2.72103 7.07286 1.23970 0.00 0.00 0.00
H -4.53892 5.48861 0.68888 0.00 0.00 0.00
H -4.04410 3.38605 -0.46322 -0.01 -0.02 0.00
N -3.18606 -2.09953 -0.19825 0.09 -0.01 -0.01
C -2.36527 -2.72004 -1.09001 -0.03 0.04 0.05
S -2.01421 -2.00846 -2.55330 -0.02 -0.16 -0.06
N -1.92349 -3.93030 -0.64838 0.00 -0.02 -0.01
C -0.92707 -4.74947 -1.21913 -0.01 0.03 -0.03
C 0.03161 -5.28965 -0.36599 0.00 -0.01 0.00
C 1.00429 -6.14448 -0.86125 0.01 0.02 0.02
C 1.03991 -6.45027 -2.21421 0.00 0.00 -0.01
C 0.07829 -5.91303 -3.05995 0.01 0.00 0.02
C -0.91328 -5.07625 -2.57070 0.00 0.00 -0.01
H -3.36980 -1.13552 -0.42584 -0.02 -0.04 -0.02
H -3.06814 -2.29102 0.78773 -0.03 -0.02 0.00
H -1.99192 -4.04391 0.35200 -0.01 0.00 0.01
H 0.01559 -5.02205 0.68411 0.00 0.01 0.00
H 1.74182 -6.56214 -0.18733 0.00 0.00 0.00
H 1.80420 -7.10885 -2.60576 0.00 0.00 0.00
H 0.08905 -6.15766 -4.11442 0.00 0.00 0.00
H -1.66834 -4.67036 -3.22552 0.00 0.01 0.00

---

100
Properties=species:S:1:pos:R:3:forces:R:3 method="wB97M-V/def2-TZVPD" homo_lumo_gap_ev="4.7 / 4.8" e_lumo_ev="0.557 / 0.679" charge=-1 energy_ev=-154236.58247
Tl 0.17638 -0.44631 0.01100 0.17 0.41 -0.36
O -3.66775 -2.91001 -1.37306 0.01 0.08 0.02
C -2.82041 -2.22607 -0.79427 -0.04 -0.18 0.03
N -1.49883 -2.48021 -0.62419 0.22 0.07 0.07
C -0.90954 -3.61248 -1.04504 -0.19 0.10 0.00
C -1.50939 -4.60872 -1.86444 -0.11 -0.29 -0.11
C -0.84925 -5.76181 -2.19261 -0.10 0.13 0.04
C 0.47372 -5.98948 -1.75964 0.21 0.08 0.11
C 1.10709 -5.05395 -0.99747 -0.03 -0.39 -0.04
C 0.44370 -3.86890 -0.57370 0.34 0.15 0.10
N 1.05978 -2.98284 0.21306 -0.29 0.13 0.08
C 2.07921 -3.29285 1.04152 0.02 -0.44 -0.05
O 2.19780 -4.34930 1.65903 0.07 0.12 -0.01
C 3.16337 -2.25641 1.25173 0.15 -0.03 0.00
C 4.46753 -2.62721 0.93175 0.04 -0.04 -0.05
C 5.50119 -1.75195 1.20930 -0.07 -0.06 0.04
C 5.20104 -0.55099 1.83295 -0.01 0.08 -0.07
C 3.87405 -0.27211 2.11581 0.10 0.01 0.00
N 2.86965 -1.09019 1.81358 -0.28 -0.06 0.14
C -3.29525 -0.96882 -0.09693 -0.20 0.15 0.04
C -4.66169 -0.76022 0.06853 -0.03 -0.05 -0.11
C -5.08843 0.37454 0.73714 0.09 0.03 0.01
C -4.14278 1.26661 1.22067 -0.02 -0.03 -0.02
C -2.80417 0.97644 1.01160 -0.03 0.10 0.05
N -2.39769 -0.11201 0.37242 -0.08 -0.22 0.17
H -2.52672 -4.45872 -2.18347 0.04 0.06 -0.04
H -1.34866 -6.51671 -2.78749 -0.03 0.04 -0.03
H 0.97304 -6.91549 -2.01652 0.05 0.04 -0.06
H 2.11576 -5.21816 -0.64489 -0.02 -0.03 -0.01
H 4.64871 -3.59290 0.48033 0.02 -0.02 0.02
H 6.52533 -2.00929 0.97080 -0.01 -0.01 -0.04
H 5.97286 0.16484 2.08190 0.00 -0.01 0.04
H 3.61046 0.65009 2.62046 -0.09 0.09 -0.02
H -5.35430 -1.49012 -0.32572 0.02 0.00 -0.02
H -6.14515 0.56319 0.88043 -0.01 -0.01 -0.01
H -4.42464 2.17500 1.73429 0.01 0.01 0.00
H -2.02351 1.63920 1.36430 -0.01 0.05 -0.03
C -2.50802 -1.09776 4.64437 0.37 0.10 -0.17
Si -1.01995 -1.68068 3.58598 -0.99 -1.03 0.95
C 0.24351 -2.65726 4.62454 0.16 0.42 -0.25
C -1.78637 -3.01511 2.51378 0.37 0.39 -0.27
N -0.36688 -0.24476 2.83856 0.56 0.57 -0.01
C 0.22660 0.68950 3.58514 -0.33 -0.30 -0.05
C 0.30063 0.59289 5.01085 -0.01 0.13 0.28
C 0.89896 1.53273 5.80648 -0.04 -0.16 0.24
C 1.52277 2.63524 5.22786 -0.09 -0.05 -0.26
C 1.48544 2.79036 3.85186 0.18 0.16 0.17
C 0.82080 1.88559 3.03519 0.26 0.01 -0.29
O 0.75929 2.04647 1.69566 -0.18 -0.22 0.18
C 1.48744 3.06999 1.10739 0.24 0.41 -0.32
C 2.55938 2.72817 0.29779 -0.10 -0.27 0.19
C 3.31452 3.72648 -0.29429 0.06 0.08 -0.05
C 3.00722 5.06130 -0.07578 0.01 0.04 -0.10
C 1.90944 5.39416 0.70426 0.01 -0.05 0.04
C 1.14224 4.40144 1.29033 -0.23 -0.16 0.06
H -2.76635 -1.83728 5.40495 0.01 -0.06 0.00
H -3.37590 -0.96707 3.99422 0.00 -0.02 -0.05
H -2.32937 -0.14220 5.13964 -0.06 -0.02 0.03
H -0.24848 -3.36859 5.29031 -0.15 0.01 -0.05
H 0.90276 -2.03094 5.22674 0.02 -0.06 0.01
H 0.88230 -3.23029 3.94773 -0.01 -0.03 -0.04
H -2.23317 -3.77561 3.15846 0.06 0.09 0.18
H -1.03560 -3.50164 1.89430 0.01 -0.07 -0.11
H -2.56599 -2.62604 1.86666 -0.10 0.01 -0.08
H -0.17085 -0.25934 5.47535 0.06 0.10 0.05
H 0.89092 1.41598 6.88286 0.01 -0.05 0.00
H 2.02066 3.37717 5.83731 0.03 0.00 0.01
H 1.98171 3.64194 3.41287 -0.05 -0.02 -0.04
H 2.79349 1.68311 0.14157 -0.04 -0.04 -0.01
H 4.14820 3.45665 -0.93042 0.01 -0.01 0.01
H 3.61025 5.83838 -0.52928 -0.02 0.00 -0.01
H 1.63741 6.42873 0.86673 0.00 0.01 -0.06
H 0.26632 4.65407 1.87246 -0.05 -0.02 -0.04
O 0.70584 -0.57403 -2.94095 0.06 -0.03 0.08
S 0.34277 -0.34204 -4.36192 -0.25 0.44 -0.40
C -1.42550 0.10584 -4.38393 0.27 -0.07 -0.01
C -1.96388 1.22110 -5.00493 0.04 0.06 0.01
C -3.33203 1.43923 -4.93897 -0.05 -0.03 -0.03
C -4.15509 0.54169 -4.27736 0.03 0.05 0.00
C -3.61287 -0.58754 -3.68085 -0.08 -0.02 -0.02
C -2.24646 -0.80634 -3.73625 0.08 -0.10 0.06
C 1.01325 1.26328 -4.85747 -0.07 -0.25 0.00
C 1.06197 1.58908 -6.20645 0.03 -0.14 -0.03
C 1.56629 2.82054 -6.59066 -0.01 0.02 -0.05
C 2.00367 3.71835 -5.62553 0.04 0.05 0.05
C 1.96130 3.37720 -4.28223 0.04 -0.05 -0.06
C 1.48448 2.13272 -3.89402 -0.03 -0.06 0.18
H -1.33559 1.93503 -5.51599 0.02 0.05 0.06
H -3.75077 2.32702 -5.39467 0.01 0.01 0.01
H -5.21934 0.73027 -4.21508 -0.01 -0.02 -0.01
H -4.24598 -1.30062 -3.16994 0.03 -0.01 0.05
H -1.80814 -1.67837 -3.26566 -0.03 -0.02 0.05
H 0.70219 0.88249 -6.94584 0.02 0.00 -0.02
H 1.62011 3.08472 -7.63926 -0.04 -0.02 -0.01
H 2.38534 4.68677 -5.92434 -0.01 0.00 0.00
H 2.28945 4.07966 -3.53021 0.02 0.03 0.08
H 1.46220 1.83479 -2.85348 -0.09 0.05 0.05
Se -1.15393 2.60224 -1.47447 0.28 -0.40 -0.60
C -1.69673 3.90734 -0.37402 -0.27 0.62 0.45
N -2.05043 4.75814 0.33896 0.05 -0.14 0.07